The following is a quantum chemistry calculation of a structure of composition C26H29IN3PRe, from the Open Molecules 2025 dataset.

As for the highest occupied orbital energy (spin up / spin down): -19.85 / -19.65 eV. For the calculated total energy, the calculation gives -1888.13097 a.u. Its total charge is +4. The spin multiplicity is 2. The value obtained for the HOMO-LUMO gap (spin up / spin down) is 3.6 / 3.5 eV.

Last column: Löwdin charge in e.
Positions of all 61 atoms, in Å:
Re -0.397 0.177 -0.327  0.951
N 0.134 2.250 0.362  -0.045
C 1.550 2.407 0.812  -0.156
C 2.083 1.036 1.208  -0.155
N 1.787 0.076 0.124  -0.159
C 2.609 0.225 -1.113  -0.132
C 1.940 1.115 -2.160  -0.180
N 0.517 0.725 -2.277  -0.103
H -0.057 2.968 -0.343  0.129
H -0.477 2.492 1.146  0.087
H 1.623 3.094 1.658  0.152
H 2.156 2.826 0.010  0.121
H 1.581 0.673 2.112  0.106
H 3.156 1.093 1.424  0.158
H 2.006 -0.855 0.493  0.147
H 2.759 -0.769 -1.541  0.144
H 3.593 0.631 -0.868  0.155
H 2.461 0.989 -3.117  0.156
H 2.001 2.175 -1.909  0.117
H 0.468 -0.128 -2.846  0.091
H 0.033 1.441 -2.829  0.137
I -1.232 -2.241 -1.176  1.306
C -3.364 -2.353 -0.959  -0.463
C -3.948 -3.040 -2.010  -0.089
C -5.308 -3.337 -1.989  0.044
C -6.042 -3.006 -0.866  0.108
C -5.461 -2.309 0.214  -0.116
C -6.255 -2.032 1.347  0.100
C -5.744 -1.333 2.423  0.042
C -4.441 -0.866 2.366  -0.025
C -3.609 -1.102 1.262  -0.242
P -2.034 -0.165 1.502  0.907
C -1.324 -0.952 2.980  -0.367
C -1.678 -2.263 3.330  -0.071
C -1.140 -2.828 4.472  -0.014
C -0.179 -2.142 5.207  0.008
C 0.169 -0.834 4.868  -0.021
C -0.392 -0.244 3.750  -0.116
C -2.688 1.510 1.851  -0.402
C -3.099 2.197 0.696  -0.136
C -3.638 3.465 0.798  -0.027
C -3.764 4.051 2.052  0.005
C -3.349 3.382 3.195  -0.007
C -2.811 2.104 3.106  -0.060
C -4.077 -1.890 0.175  -0.176
H -3.362 -3.369 -2.856  0.118
H -5.762 -3.840 -2.832  0.153
H -7.086 -3.283 -0.806  0.158
H -7.274 -2.395 1.373  0.157
H -6.352 -1.134 3.293  0.148
H -4.062 -0.293 3.203  0.124
H -2.388 -2.827 2.741  0.112
H -1.465 -3.810 4.785  0.135
H 0.325 -2.632 6.031  0.139
H 0.877 -0.283 5.469  0.132
H -0.140 0.777 3.490  0.095
H -3.002 1.715 -0.279  0.095
H -3.952 3.992 -0.091  0.130
H -4.203 5.037 2.136  0.140
H -3.467 3.842 4.167  0.137
H -2.514 1.589 4.008  0.119


The following is a quantum chemistry calculation of a structure of composition C26H29InN5S3Sb, from the Open Molecules 2025 dataset.

As for the highest occupied orbital energy (spin up / spin down): -10.30 / -10.29 eV. For the calculated total energy, the calculation gives -2906.79363 a.u. Its total charge is +1. The spin multiplicity is 2. The value obtained for the HOMO-LUMO gap (spin up / spin down) is 6.3 / 5.7 eV.

Last column: Löwdin charge in e.
Positions of all 65 atoms, in Å:
In -1.681 0.638 0.564  0.181
C 2.737 1.699 -0.741  -0.066
C 2.565 0.688 0.367  -0.215
C 2.319 -0.649 0.035  -0.186
C 2.369 -1.053 -1.421  -0.040
C 2.097 -1.597 1.044  -0.179
C 1.899 -3.049 0.674  -0.046
C 2.116 -1.198 2.390  -0.179
C 1.937 -2.175 3.526  -0.038
C 2.391 0.136 2.717  -0.181
C 2.434 0.544 4.167  -0.060
C 2.659 1.072 1.709  -0.214
C 3.080 2.462 2.085  -0.054
H 2.099 1.456 -1.591  0.072
H 3.766 1.734 -1.111  0.099
H 2.467 2.699 -0.417  0.052
H 3.153 -0.508 -1.944  0.082
H 1.433 -0.837 -1.949  0.071
H 2.583 -2.110 -1.549  0.070
H 2.855 -3.573 0.587  0.103
H 1.391 -3.159 -0.283  0.060
H 1.308 -3.584 1.411  0.050
H 1.025 -1.973 4.096  0.070
H 2.761 -2.092 4.235  0.090
H 1.903 -3.210 3.201  0.066
H 3.372 0.238 4.639  0.099
H 1.628 0.082 4.738  0.066
H 2.338 1.619 4.291  0.049
H 3.805 2.440 2.897  0.088
H 2.238 3.065 2.411  0.060
H 3.554 2.978 1.256  0.073
N -3.621 2.989 -2.748  0.151
C -3.396 2.394 -1.584  -0.115
N -2.696 1.304 -1.451  0.043
C -2.112 0.713 -2.558  -0.263
N -1.452 -0.395 -2.450  0.111
N -1.403 -0.820 -1.147  -0.058
C -1.291 -2.057 -0.907  -0.022
C -1.356 -2.476 0.506  -0.250
C -1.402 -3.807 0.869  0.001
C -1.519 -4.122 2.220  -0.015
C -1.579 -3.099 3.148  -0.015
C -1.542 -1.784 2.701  -0.095
N -1.436 -1.486 1.413  0.037
C -2.274 1.352 -3.857  -0.078
C -1.685 0.852 -5.022  0.005
C -1.884 1.497 -6.222  -0.046
C -2.673 2.648 -6.281  -0.042
C -3.263 3.158 -5.143  0.001
C -3.056 2.503 -3.933  -0.157
H -4.189 3.822 -2.774  0.172
H -3.824 2.837 -0.690  0.130
H -1.214 -2.791 -1.703  0.151
H -1.343 -4.578 0.113  0.131
H -1.559 -5.155 2.538  0.125
H -1.666 -3.302 4.206  0.124
H -1.621 -0.944 3.383  0.112
H -1.080 -0.041 -4.957  0.120
H -1.429 1.112 -7.124  0.116
H -2.825 3.148 -7.228  0.118
H -3.872 4.051 -5.186  0.123
S -0.713 2.428 4.379  0.012
Sb -1.913 3.281 2.527  0.367
S -3.416 1.405 2.082  -0.067
S -0.298 2.577 0.847  0.027


> The highest calculated total energy belongs to which entry?

C26H29IN3PRe


Please write out number 1 again, unchanged.
The following is a quantum chemistry calculation of a structure of composition C26H29IN3PRe, from the Open Molecules 2025 dataset.

As for the highest occupied orbital energy (spin up / spin down): -19.85 / -19.65 eV. For the calculated total energy, the calculation gives -1888.13097 a.u. Its total charge is +4. The spin multiplicity is 2. The value obtained for the HOMO-LUMO gap (spin up / spin down) is 3.6 / 3.5 eV.

Last column: Löwdin charge in e.
Positions of all 61 atoms, in Å:
Re -0.397 0.177 -0.327  0.951
N 0.134 2.250 0.362  -0.045
C 1.550 2.407 0.812  -0.156
C 2.083 1.036 1.208  -0.155
N 1.787 0.076 0.124  -0.159
C 2.609 0.225 -1.113  -0.132
C 1.940 1.115 -2.160  -0.180
N 0.517 0.725 -2.277  -0.103
H -0.057 2.968 -0.343  0.129
H -0.477 2.492 1.146  0.087
H 1.623 3.094 1.658  0.152
H 2.156 2.826 0.010  0.121
H 1.581 0.673 2.112  0.106
H 3.156 1.093 1.424  0.158
H 2.006 -0.855 0.493  0.147
H 2.759 -0.769 -1.541  0.144
H 3.593 0.631 -0.868  0.155
H 2.461 0.989 -3.117  0.156
H 2.001 2.175 -1.909  0.117
H 0.468 -0.128 -2.846  0.091
H 0.033 1.441 -2.829  0.137
I -1.232 -2.241 -1.176  1.306
C -3.364 -2.353 -0.959  -0.463
C -3.948 -3.040 -2.010  -0.089
C -5.308 -3.337 -1.989  0.044
C -6.042 -3.006 -0.866  0.108
C -5.461 -2.309 0.214  -0.116
C -6.255 -2.032 1.347  0.100
C -5.744 -1.333 2.423  0.042
C -4.441 -0.866 2.366  -0.025
C -3.609 -1.102 1.262  -0.242
P -2.034 -0.165 1.502  0.907
C -1.324 -0.952 2.980  -0.367
C -1.678 -2.263 3.330  -0.071
C -1.140 -2.828 4.472  -0.014
C -0.179 -2.142 5.207  0.008
C 0.169 -0.834 4.868  -0.021
C -0.392 -0.244 3.750  -0.116
C -2.688 1.510 1.851  -0.402
C -3.099 2.197 0.696  -0.136
C -3.638 3.465 0.798  -0.027
C -3.764 4.051 2.052  0.005
C -3.349 3.382 3.195  -0.007
C -2.811 2.104 3.106  -0.060
C -4.077 -1.890 0.175  -0.176
H -3.362 -3.369 -2.856  0.118
H -5.762 -3.840 -2.832  0.153
H -7.086 -3.283 -0.806  0.158
H -7.274 -2.395 1.373  0.157
H -6.352 -1.134 3.293  0.148
H -4.062 -0.293 3.203  0.124
H -2.388 -2.827 2.741  0.112
H -1.465 -3.810 4.785  0.135
H 0.325 -2.632 6.031  0.139
H 0.877 -0.283 5.469  0.132
H -0.140 0.777 3.490  0.095
H -3.002 1.715 -0.279  0.095
H -3.952 3.992 -0.091  0.130
H -4.203 5.037 2.136  0.140
H -3.467 3.842 4.167  0.137
H -2.514 1.589 4.008  0.119


> Which value of total charge does entry 1 give?

+4